Entry from OMol25: C16H32N2O2S in the gas phase (ωB97M-V/def2-TZVPD).

The value obtained for the maximum force is 5.1 eV/A. For the molar mass, the calculation gives 316.5 Da. The calculation puts the total energy at -35017.0556 eV. Its relative energy (zero: lowest compared OMol25 entry of this formula, charge and spin) is 156.44 kcal/mol. The HOMO-LUMO gap is 9.278 eV. Its structure (SMILES) is CCCCN[C@H]1[C@@H](S)NC(=O)[C@@]1(C)CCCCCOCC.

Each atom is followed by the atoms it is bonded to, with distances in Å.
Positions of all 53 atoms, in Å:
1 C 4.6345 0.0589 0.7053  C2 1.603, H22 1.139, H23 1.156, H24 1.142
2 C 4.2144 -1.4558 0.3898  C1 1.603, C3 1.604, H25 1.154, H26 1.152
3 C 3.0283 -1.6205 -0.6780  C2 1.604, C4 1.631, H27 1.147, H28 1.156
4 C 1.8755 -0.4812 -0.4976  C3 1.631, N5 1.485, H29 1.156, H30 1.146
5 N 0.5285 -0.9397 -0.9222  C4 1.485, C6 1.486, H31 1.027
6 C -0.0619 -1.9606 -0.0185  N5 1.486, C7 1.599, C12 1.618, H32 1.160
7 C 0.4376 -2.1020 1.4942  C6 1.599, S8 1.866, N9 1.523, H33 1.146
8 S 0.1949 -0.6963 2.6967  C7 1.866, H34 1.406
9 N -0.5592 -3.1239 2.0238  C7 1.523, C10 1.500, H35 1.045
10 C -1.7557 -3.2642 1.1307  N9 1.500, O11 1.262, C12 1.632
11 O -2.7008 -4.0672 1.3659  C10 1.262
12 C -1.6547 -2.2225 -0.1217  C6 1.618, C10 1.632, C13 1.610, C14 1.615
13 C -1.9297 -2.9155 -1.5485  C12 1.610, H36 1.147, H37 1.152, H38 1.154
14 C -2.6548 -1.0555 0.3743  C12 1.615, C15 1.604, H39 1.145, H40 1.157
15 C -3.0350 0.0200 -0.7529  C14 1.604, C16 1.603, H41 1.156, H42 1.154
16 C -2.3842 1.4723 -0.5602  C15 1.603, C17 1.601, H43 1.158, H44 1.140
17 C -2.4902 2.0785 0.9183  C16 1.601, C18 1.629, H45 1.157, H46 1.139
18 C -1.8073 3.5559 0.8553  C17 1.629, O19 1.443, H47 1.141, H48 1.157
19 O -0.4119 3.5100 0.4891  C18 1.443, C20 1.446
20 C -0.1554 4.0984 -0.8063  O19 1.446, C21 1.618, H49 1.157, H50 1.139
21 C 0.9259 3.2740 -1.6838  C20 1.618, H51 1.143, H52 1.140, H53 1.156
22 H 4.2073 0.8385 -0.0064  C1 1.139
23 H 4.2121 0.3172 1.7500  C1 1.156
24 H 5.7600 0.2385 0.7763  C1 1.142
25 H 5.1384 -1.9813 -0.0605  C2 1.154
26 H 3.9815 -2.0451 1.3521  C2 1.152
27 H 2.5896 -2.6791 -0.7334  C3 1.147
28 H 3.5048 -1.4383 -1.7154  C3 1.156
29 H 2.1789 0.3518 -1.2399  C4 1.156
30 H 1.9146 0.0090 0.5377  C4 1.146
31 H -0.1139 -0.1671 -1.1330  N5 1.027
32 H 0.3369 -2.9461 -0.4838  C6 1.160
33 H 1.5266 -2.4107 1.6753  C7 1.146
34 H 1.4487 -0.1107 2.9444  S8 1.406
35 H -1.0160 -2.5880 2.7963  N9 1.045
36 H -2.9581 -3.4227 -1.5744  C13 1.147
37 H -1.8068 -2.1434 -2.3952  C13 1.152
38 H -1.1635 -3.7436 -1.7906  C13 1.154
39 H -2.2792 -0.6032 1.3573  C14 1.145
40 H -3.6393 -1.5971 0.6483  C14 1.157
41 H -2.7627 -0.3183 -1.8238  C15 1.156
42 H -4.1826 0.1386 -0.7493  C15 1.154
43 H -2.9847 2.1884 -1.2443  C16 1.158
44 H -1.2998 1.5593 -0.8997  C16 1.140
45 H -1.8251 1.4675 1.6411  C17 1.157
46 H -3.5405 2.0977 1.3590  C17 1.139
47 H -2.4702 4.1704 0.1587  C18 1.141
48 H -1.8828 4.0477 1.8995  C18 1.157
49 H 0.3456 5.1210 -0.5998  C20 1.157
50 H -1.0739 4.2286 -1.4679  C20 1.139
51 H 1.9940 3.4273 -1.3069  C21 1.143
52 H 0.6998 2.1591 -1.7552  C21 1.140
53 H 0.9217 3.6706 -2.7701  C21 1.156